# 1
# C30H36Br2F3NO3

C30H36Br2F3NO3 as an isolated structure (wB97M-V/def2-TZVPD, OMol25).

Output
multiplicity = 1
orbital gap = 8.284 eV
E = -187559.92158 eV

XYZ file:
```
75
Properties=species:S:1:pos:R:3:mulliken_charge:R:1
C 2.80 -1.72 4.87 -0.66
N 3.85 -2.65 4.42 -0.42
C 4.16 -2.42 2.97 -0.84
C 2.81 -2.53 2.20 0.35
C 2.03 -3.76 2.39 -0.40
C 0.74 -3.99 1.76 -1.22
C 0.21 -2.92 0.91 0.44
C 0.98 -1.68 0.71 0.49
C 2.30 -1.45 1.35 0.04
C 3.03 -0.08 1.12 -0.74
C 3.45 0.15 -0.38 -0.49
C 3.85 1.63 -0.75 -0.85
C 3.01 2.75 -0.03 -0.26
C 2.83 4.08 -0.86 -0.81
C 1.35 4.24 -1.43 -0.22
C 0.73 5.68 -1.23 -0.77
C -0.84 5.64 -1.01 -0.77
C -1.24 5.64 0.52 -0.40
O -2.50 4.97 0.75 -0.33
C -3.29 5.68 1.69 -0.70
C 0.35 -0.61 -0.21 0.20
O 0.41 0.59 -0.05 -0.50
C -0.39 -1.16 -1.47 0.26
C -0.29 -0.50 -2.77 -0.64
C -1.02 -1.07 -3.90 -0.74
C -1.85 -2.26 -3.67 -0.63
C -1.95 -2.91 -2.37 0.12
C -2.87 -4.18 -2.18 -0.95
C -4.33 -3.59 -1.88 -0.62
C -5.24 -4.57 -1.05 0.36
F -5.09 -4.21 0.30 -0.31
Br -4.81 -6.48 -1.34 -0.09
C -6.80 -4.29 -1.37 0.52
F -6.99 -3.02 -1.89 -0.22
F -7.54 -4.32 -0.20 -0.21
Br -7.60 -5.59 -2.61 -0.12
C -1.19 -2.38 -1.24 0.60
C -1.18 -3.01 0.19 0.08
O -2.15 -3.52 0.71 -0.49
H 1.76 -2.15 4.78 0.20
H 2.94 -1.46 5.96 0.36
H 2.80 -0.74 4.31 0.17
H 4.70 -2.56 4.98 0.29
H 4.66 -1.42 2.90 0.40
H 4.91 -3.20 2.63 0.31
H 2.44 -4.53 3.07 0.39
H 0.17 -4.93 1.91 0.44
H 2.34 0.70 1.54 0.34
H 3.97 -0.01 1.73 0.22
H 4.38 -0.48 -0.54 0.41
H 2.71 -0.21 -1.14 0.20
H 4.95 1.85 -0.63 0.34
H 3.65 1.75 -1.85 0.36
H 3.58 3.03 0.91 0.27
H 2.00 2.42 0.32 0.11
H 3.63 4.24 -1.63 0.36
H 2.95 4.93 -0.12 0.38
H 0.63 3.50 -0.99 0.12
H 1.42 4.06 -2.53 0.29
H 1.24 6.31 -0.46 0.41
H 0.86 6.22 -2.22 0.31
H -1.33 4.78 -1.53 0.36
H -1.29 6.58 -1.45 0.34
H -1.39 6.72 0.84 0.37
H -0.43 5.23 1.17 0.25
H -2.71 5.95 2.62 0.31
H -4.17 5.06 1.99 0.23
H -3.70 6.66 1.29 0.29
H 0.37 0.39 -2.84 0.44
H -0.96 -0.60 -4.90 0.37
H -2.40 -2.68 -4.54 0.37
H -2.50 -4.83 -1.36 0.56
H -2.96 -4.77 -3.12 0.56
H -4.78 -3.28 -2.86 0.46
H -4.16 -2.69 -1.22 0.38
```

---

# 2
# C30H36CdGeN2Se

C30H36CdGeN2Se as an isolated structure (wB97M-V/def2-TZVPD, OMol25).

Output
energy above the lowest of the compared OMol25 structures with the same formula, charge and spin = 6.2 kcal/mol
multiplicity = 2
orbital gap (spin up / spin down) = 7.885 / 5.236 eV
E = -161095.60349 eV
total charge = +1

XYZ file:
```
71
Properties=species:S:1:pos:R:3:mulliken_spin:R:1
Cd 1.15 -1.35 -0.25 0.00
N 3.67 -2.02 -0.27 0.00
C 4.45 -1.19 0.67 -0.01
C 4.30 -1.62 2.13 0.00
C 2.98 -1.21 2.78 0.00
N 1.83 -1.95 2.23 0.00
H 3.89 -3.00 -0.08 0.00
H 4.00 -1.83 -1.21 0.00
H 4.11 -0.16 0.58 0.01
H 5.52 -1.24 0.42 0.00
H 5.09 -1.13 2.70 0.00
H 4.45 -2.70 2.23 0.00
H 2.81 -0.14 2.61 0.01
H 3.06 -1.38 3.86 0.00
H 1.01 -1.68 2.78 0.00
H 1.99 -2.94 2.41 0.00
C 1.54 7.33 -0.50 0.00
C 1.45 5.84 -0.39 0.09
C 2.56 5.03 -0.56 -0.01
C 2.49 3.66 -0.40 0.08
C 3.72 2.83 -0.57 0.00
C 1.26 3.08 -0.04 -0.02
Se 1.21 1.29 0.63 0.68
C 0.09 3.87 0.03 0.05
C -1.26 3.28 0.22 0.03
C 0.22 5.24 -0.13 -0.01
H 2.57 7.66 -0.62 0.00
H 1.12 7.80 0.39 0.01
H 0.96 7.68 -1.36 0.01
H 3.51 5.48 -0.81 0.00
H 4.52 3.41 -1.03 0.00
H 3.52 1.97 -1.21 0.00
H 4.07 2.47 0.39 0.01
H -1.23 2.42 0.89 0.00
H -1.65 2.95 -0.74 0.01
H -1.96 4.01 0.63 0.00
H -0.66 5.86 -0.03 0.00
C -2.70 -6.51 -0.66 0.00
C -1.82 -6.02 -1.62 0.00
C -1.43 -4.70 -1.58 0.00
C -1.91 -3.84 -0.60 0.02
C -2.81 -4.33 0.34 0.00
C -3.20 -5.66 0.31 0.00
Ge -1.34 -1.94 -0.58 0.03
C -1.98 -1.09 1.10 0.01
C -2.70 0.10 1.10 0.01
C -3.09 0.69 2.29 0.00
C -2.76 0.09 3.50 0.00
C -2.05 -1.10 3.51 0.00
C -1.65 -1.68 2.32 0.00
C -2.02 -0.96 -2.17 0.02
C -1.44 0.24 -2.53 -0.01
C -1.89 0.94 -3.64 0.00
C -2.92 0.41 -4.41 0.00
C -3.50 -0.79 -4.05 0.00
C -3.06 -1.48 -2.93 0.00
H -2.99 -7.55 -0.66 0.00
H -1.46 -6.68 -2.40 0.00
H -0.73 -4.32 -2.32 0.00
H -3.22 -3.66 1.09 0.00
H -3.91 -6.02 1.05 0.00
H -2.97 0.55 0.15 0.00
H -3.67 1.60 2.28 0.00
H -3.07 0.54 4.43 0.00
H -1.84 -1.60 4.45 0.00
H -1.12 -2.63 2.32 -0.01
H -0.60 0.63 -1.96 0.01
H -1.44 1.88 -3.91 0.00
H -3.26 0.94 -5.29 0.00
H -4.30 -1.21 -4.65 0.00
H -3.51 -2.42 -2.65 0.00
```

---

# 3
# C30H36EuN3O4

C30H36EuN3O4 as an isolated structure (wB97M-V/def2-TZVPD, OMol25).

Output
multiplicity = 7
orbital gap (spin up / spin down) = 7.698 / 7.772 eV
E = -63682.59674 eV

XYZ file:
```
74
Properties=species:S:1:pos:R:3:mulliken_spin:R:1
C 1.84 0.05 1.54 -0.02
C 2.33 -0.50 0.33 -0.02
C 2.23 0.49 -0.66 0.00
H 2.68 -1.50 0.18 0.00
C 1.67 1.65 -0.07 -0.01
C 1.45 1.37 1.30 -0.02
H 1.40 2.56 -0.57 0.00
C -1.14 -1.44 1.48 0.00
C -0.11 -2.17 0.86 -0.02
C -0.41 -2.26 -0.52 0.00
H 0.75 -2.59 1.35 0.01
C -1.64 -1.61 -0.74 -0.01
C -2.09 -1.11 0.49 -0.03
H 2.48 0.37 -1.70 0.00
H 0.98 2.04 2.00 0.00
H 1.76 -0.47 2.48 0.00
H -2.96 -0.50 0.65 0.00
H 0.20 -2.75 -1.26 0.00
H -1.20 -1.16 2.52 0.00
Eu 0.00 0.00 0.00 6.08
C -2.39 -1.48 -2.05 0.00
C -3.77 -2.12 -1.89 0.00
C -1.65 -2.18 -3.19 0.00
H -3.69 -3.10 -1.42 0.00
H -4.26 -2.24 -2.86 0.00
H -4.42 -1.51 -1.26 0.00
H -1.71 -3.27 -3.08 0.00
H -0.60 -1.90 -3.23 0.00
H -2.10 -1.93 -4.14 0.00
C -2.59 0.00 -2.40 0.00
C -1.32 0.70 -2.72 0.00
H -3.02 0.53 -1.55 0.00
H -3.30 0.09 -3.22 0.00
O -0.29 0.56 -2.02 0.02
N -1.23 1.50 -3.80 0.00
C -0.23 2.52 -4.06 0.00
H -1.75 1.16 -4.59 0.00
C 1.16 2.02 -4.37 0.00
C 2.30 2.64 -3.88 0.00
H 2.24 3.52 -3.26 0.00
C 3.56 2.15 -4.21 0.00
H 4.44 2.65 -3.83 0.00
C 3.68 1.03 -5.01 0.00
H 4.66 0.64 -5.26 0.00
C 2.54 0.40 -5.50 0.00
H 2.63 -0.48 -6.13 0.00
C 1.29 0.90 -5.18 0.00
H 0.40 0.41 -5.57 0.00
H -0.20 3.21 -3.22 0.00
H -0.61 3.11 -4.90 0.00
C -3.32 1.88 5.18 0.00
C -2.19 2.91 5.22 0.00
C -0.81 2.34 4.80 0.00
C 0.35 3.36 5.02 0.00
C 0.29 4.67 4.26 0.00
C -0.46 1.24 5.76 0.00
O -0.49 1.44 6.97 0.00
N -0.04 0.06 5.32 0.00
C 0.07 -0.25 4.01 0.00
O 0.48 -1.40 3.82 0.00
N -0.33 0.61 2.92 -0.01
C -0.84 1.84 3.32 0.00
O -1.24 2.61 2.46 0.00
H -3.46 1.49 4.15 0.00
H -4.26 2.35 5.52 0.00
H -3.10 1.02 5.87 0.00
H -2.46 3.76 4.57 0.00
H -2.12 3.30 6.27 0.00
H 0.41 3.64 6.11 0.00
H 1.32 2.87 4.77 0.00
H -0.62 5.24 4.54 0.00
H 1.18 5.27 4.53 0.00
H 0.31 4.49 3.17 0.00
H 0.23 -0.65 6.02 0.00
```

---

# 4
# C30H36F18N6O18S6

A 9-piece molecular cluster, C30H36F18N6O18S6 overall (wB97M-V/def2-TZVPD, OMol25).

Output
multiplicity = 1
orbital gap = 5.580 eV
E = -191419.57770 eV
total charge = -2

XYZ file:
```
114
Properties=species:S:1:pos:R:3:mulliken_charge:R:1
C -21.24 -9.67 12.27 -0.62
N -22.33 -8.73 11.97 0.46
C -22.06 -7.39 11.85 -0.40
C -23.05 -6.43 11.75 -0.62
C -24.38 -6.86 11.49 0.84
C -24.66 -8.25 11.59 -0.79
C -23.64 -9.13 11.84 -0.35
C -25.33 -5.82 10.95 0.83
C -25.53 -4.53 11.50 -0.91
C -26.45 -3.64 10.95 -0.53
N -27.15 -3.93 9.83 0.31
C -26.84 -5.12 9.24 -1.07
C -26.04 -6.07 9.78 -0.88
C -27.96 -2.88 9.22 -0.73
H -21.74 -10.58 12.67 0.29
H -20.58 -9.18 13.01 0.28
H -20.71 -9.80 11.36 0.19
H -21.01 -7.06 11.83 0.34
H -22.71 -5.41 11.75 0.61
H -25.63 -8.69 11.47 0.56
H -23.86 -10.17 12.08 0.32
H -25.04 -4.16 12.40 1.05
H -26.60 -2.67 11.48 0.48
H -27.38 -5.25 8.29 0.96
H -25.90 -6.88 9.09 0.55
H -28.06 -3.03 8.16 0.15
H -27.50 -1.90 9.38 0.35
H -28.91 -2.87 9.75 0.32
C -17.63 -8.99 8.97 -1.64
C -17.30 -7.55 8.85 0.32
N -17.98 -6.89 7.68 0.47
C -18.69 -7.57 6.68 -0.37
C -18.99 -6.65 5.67 -0.71
N -18.36 -5.49 6.05 0.47
C -17.75 -5.63 7.22 -1.26
C -18.46 -4.17 5.35 -0.65
H -17.29 -9.33 9.92 0.47
H -17.12 -9.66 8.24 0.38
H -18.67 -9.20 8.98 0.22
H -16.25 -7.48 8.73 0.34
H -17.52 -6.94 9.75 0.10
H -19.02 -8.59 6.72 0.66
H -19.72 -6.61 4.82 0.44
H -17.29 -4.83 7.75 0.86
H -19.46 -4.01 5.01 0.39
H -17.73 -4.18 4.54 0.27
H -18.25 -3.31 6.04 0.01
C -24.24 -0.99 7.96 -1.44
C -24.15 -1.99 6.84 0.22
N -23.23 -3.11 7.10 0.91
C -23.23 -4.22 6.29 -1.31
C -22.37 -5.05 6.90 -0.65
N -21.85 -4.42 8.00 0.98
C -22.32 -3.19 8.06 -0.66
C -20.87 -5.03 8.82 0.49
H -24.39 -1.42 8.98 0.12
H -25.07 -0.33 7.74 0.57
H -23.31 -0.34 8.00 0.34
H -23.85 -1.50 5.89 0.28
H -25.06 -2.56 6.69 0.06
H -23.88 -4.28 5.42 0.71
H -22.03 -6.04 6.61 0.58
H -22.11 -2.41 8.75 0.70
H -19.85 -4.73 8.59 -0.51
H -21.04 -6.09 8.70 -0.24
H -21.09 -4.83 9.90 0.04
C -26.85 -5.93 4.78 0.67
F -27.55 -6.64 4.01 -0.21
F -26.22 -6.59 5.74 -0.22
F -25.88 -5.24 4.17 -0.23
S -27.90 -4.61 5.66 1.02
O -26.98 -3.52 5.93 -0.68
O -28.97 -4.31 4.75 -0.69
O -28.35 -5.32 6.87 -0.75
C -21.22 -1.00 5.04 0.47
F -20.28 -1.39 5.94 -0.11
F -21.74 -2.12 4.45 -0.26
F -22.20 -0.31 5.67 -0.29
S -20.44 0.07 3.67 1.14
O -19.34 -0.79 3.20 -0.66
O -21.50 0.22 2.71 -0.66
O -20.10 1.35 4.36 -0.68
C -18.06 -1.81 8.81 0.54
F -18.51 -1.81 10.08 -0.21
F -18.94 -2.43 8.00 -0.10
F -18.01 -0.54 8.43 -0.24
S -16.38 -2.61 8.73 1.12
O -16.60 -3.90 9.41 -0.65
O -16.12 -2.82 7.33 -0.65
O -15.52 -1.73 9.46 -0.72
C -22.26 -0.95 13.31 0.34
F -22.20 -1.44 14.49 -0.19
F -22.92 0.22 13.42 -0.23
F -21.07 -0.82 12.68 -0.16
S -23.27 -2.10 12.32 1.39
O -24.48 -2.26 13.09 -0.83
O -23.49 -1.42 11.05 -0.71
O -22.52 -3.36 12.19 -0.74
C -22.46 -9.30 8.46 0.22
F -23.35 -8.28 8.28 -0.06
F -21.51 -8.79 9.20 0.04
F -23.03 -10.35 9.08 -0.28
S -21.80 -9.85 6.66 1.13
O -22.85 -10.73 6.24 -0.68
O -21.78 -8.56 6.04 -0.58
O -20.52 -10.45 6.96 -0.68
C -18.51 -4.92 13.43 0.63
F -17.99 -4.80 14.66 -0.25
F -19.76 -4.44 13.52 -0.25
F -17.79 -4.25 12.49 -0.19
S -18.48 -6.68 13.01 1.18
O -19.49 -7.28 13.83 -0.75
O -18.96 -6.73 11.61 -0.61
O -17.07 -6.99 13.16 -0.70
```

---

# 5
# C30H36N3O5PS2Tc

C30H36N3O5PS2Tc as an isolated structure (wB97M-V/def2-TZVPD, OMol25).

Output
energy above the lowest of the compared OMol25 structures with the same formula, charge and spin = 0.0 kcal/mol
multiplicity = 4
orbital gap (spin up / spin down) = 7.662 / 5.380 eV
E = -79520.23921 eV
total charge = +4

XYZ file:
```
78
Properties=species:S:1:pos:R:3:mulliken_spin:R:1
Tc 0.27 -0.77 -0.26 1.95
O 1.54 -0.37 -1.72 0.06
S 2.50 -1.63 -2.07 0.00
C 3.91 -1.34 -0.99 -0.01
C 3.49 -1.38 0.48 0.01
C 2.94 -2.74 0.90 0.01
C 2.45 -2.80 2.34 0.00
S 1.12 -1.60 2.69 0.01
O 0.16 -1.76 1.42 0.08
C 0.25 -2.33 4.02 0.01
C -0.24 -3.63 3.95 0.00
C -0.88 -4.15 5.06 0.00
C -1.00 -3.37 6.22 0.00
C -0.50 -2.08 6.27 0.00
C 0.13 -1.54 5.16 0.00
C 3.11 -1.35 -3.67 0.01
C 3.84 -0.22 -4.02 0.00
C 4.32 -0.12 -5.31 0.00
C 4.09 -1.14 -6.22 0.00
C 3.36 -2.27 -5.87 0.00
C 2.85 -2.38 -4.58 0.00
H 4.36 -0.38 -1.26 0.00
H 4.62 -2.13 -1.23 0.00
H 2.79 -0.56 0.68 0.00
H 4.37 -1.13 1.08 0.00
H 3.72 -3.50 0.82 0.00
H 2.14 -3.09 0.23 0.00
H 3.24 -2.53 3.05 0.00
H 2.09 -3.79 2.61 0.00
H -0.14 -4.23 3.06 0.00
H -1.28 -5.15 5.04 0.00
H -1.49 -3.79 7.09 0.00
H -0.59 -1.49 7.18 0.00
H 0.53 -0.54 5.19 0.00
H 4.03 0.58 -3.31 0.00
H 4.89 0.75 -5.60 0.00
H 4.48 -1.06 -7.23 0.00
H 3.18 -3.06 -6.59 0.00
H 2.29 -3.26 -4.29 0.00
C -3.30 -1.58 -3.05 0.00
O -2.09 -1.27 -2.28 0.00
P -1.89 -1.58 -0.76 -0.08
O -2.90 -0.82 0.15 0.01
C -4.23 -1.32 0.53 0.00
O -2.20 -3.10 -0.50 0.00
C -1.58 -4.19 -1.23 0.00
H -3.72 -2.53 -2.73 0.00
H -2.99 -1.63 -4.09 0.00
H -4.02 -0.77 -2.90 0.00
H -4.65 -0.55 1.16 0.00
H -4.11 -2.25 1.08 0.00
H -4.83 -1.47 -0.36 0.00
H -2.09 -5.09 -0.90 0.00
H -0.52 -4.24 -0.97 0.00
H -1.72 -4.05 -2.30 0.00
C -1.05 2.99 -1.99 0.01
C -0.54 1.72 -1.78 0.02
N -0.44 1.20 -0.55 -0.05
C -0.85 1.93 0.50 0.00
C -1.36 3.22 0.39 -0.02
C -1.46 3.74 -0.91 0.00
C -1.81 3.86 1.64 -0.02
C -2.06 5.11 2.04 0.02
C -1.89 6.44 1.43 -0.02
C -2.37 7.56 2.13 0.07
C -2.15 8.79 1.53 -0.02
N -1.52 8.78 0.39 0.72
C -1.06 7.77 -0.30 -0.06
N -1.27 6.58 0.25 0.27
H -1.13 3.36 -3.00 0.00
H -0.22 1.10 -2.60 0.00
H -0.78 1.46 1.48 -0.01
H -1.88 4.72 -1.07 0.00
H -1.99 3.13 2.42 0.00
H -2.43 5.19 3.06 0.00
H -2.88 7.49 3.08 0.00
H -2.46 9.75 1.96 0.03
H -0.55 7.90 -1.25 0.00
```

---

# 6
# C30H36N5O3PPtTe

C30H36N5O3PPtTe as an isolated structure (wB97M-V/def2-TZVPD, OMol25).

Output
energy above the lowest of the compared OMol25 structures with the same formula, charge and spin = 14.0 kcal/mol
multiplicity = 1
orbital gap = 6.544 eV
E = -65115.42306 eV

XYZ file:
```
77
Properties=species:S:1:pos:R:3:mulliken_charge:R:1
Pt -1.29 -1.15 -0.93 1.55
C -1.93 1.75 3.14 -0.56
O -1.14 2.37 2.13 -0.39
C -1.83 2.58 0.95 0.10
C -2.22 3.87 0.65 -0.16
C -2.90 4.14 -0.53 -0.87
C -3.17 3.10 -1.39 -0.92
C -2.77 1.78 -1.12 0.58
C -3.08 0.82 -2.16 -0.53
N -2.53 -0.33 -2.26 0.68
N -2.76 -1.12 -3.38 -1.17
C -1.99 -2.17 -3.37 0.38
O -1.16 -2.48 -2.43 -0.47
C -2.05 -3.10 -4.53 0.38
C -2.69 -2.72 -5.71 -0.35
C -2.73 -3.59 -6.78 -0.61
C -2.15 -4.85 -6.68 -0.34
C -1.52 -5.23 -5.50 -0.59
C -1.47 -4.35 -4.43 -0.42
C -2.07 1.48 0.08 0.94
O -1.63 0.30 0.45 -1.44
H -1.28 1.58 3.99 0.10
H -2.75 2.42 3.43 0.43
H -2.33 0.80 2.78 0.10
H -1.99 4.65 1.37 0.45
H -3.21 5.15 -0.77 0.42
H -3.71 3.29 -2.31 0.36
H -3.76 1.11 -2.96 0.39
H -3.14 -1.74 -5.77 0.43
H -3.23 -3.30 -7.70 0.37
H -2.19 -5.53 -7.52 0.37
H -1.07 -6.21 -5.42 0.39
H -0.98 -4.63 -3.51 0.48
C 1.56 0.13 5.93 -1.65
C 1.25 -0.63 4.67 0.59
C 2.25 -1.14 3.86 -0.95
C 1.96 -1.87 2.70 1.93
C 3.10 -2.46 1.91 -1.93
C 0.63 -2.05 2.30 -0.90
Te 0.19 -2.91 0.40 -0.21
C -0.40 -1.61 3.15 1.33
C -1.85 -1.91 2.88 -1.87
C -0.07 -0.91 4.31 -0.84
H 2.62 0.35 6.00 0.36
H 1.27 -0.44 6.81 0.37
H 1.02 1.08 5.96 0.33
H 3.29 -1.01 4.16 0.30
H 4.06 -2.17 2.33 0.36
H 3.05 -2.18 0.85 0.37
H 3.04 -3.55 1.92 0.38
H -2.15 -1.56 1.90 0.25
H -2.48 -1.45 3.64 0.40
H -2.00 -2.99 2.91 0.38
H -0.87 -0.57 4.96 0.48
C 3.66 1.11 0.56 -0.79
N 2.31 1.52 1.12 0.58
C 2.10 3.00 0.83 -0.66
N 2.23 3.28 -0.56 0.14
C 3.52 2.82 -1.06 -0.95
N 3.74 1.39 -0.84 0.15
C 2.83 0.55 -1.64 -1.00
P 1.01 0.83 -1.28 0.54
C 1.21 0.69 0.54 0.29
C 1.12 2.70 -1.34 -0.70
H 3.77 0.04 0.75 0.34
H 4.42 1.67 1.10 0.36
H 2.31 1.36 2.13 0.35
H 2.86 3.54 1.40 0.38
H 1.10 3.26 1.20 0.28
H 4.31 3.37 -0.54 0.33
H 3.58 3.03 -2.12 0.39
H 3.06 -0.50 -1.44 0.36
H 3.02 0.74 -2.69 0.46
H 1.43 -0.34 0.76 -1.36
H 0.29 0.94 1.06 0.33
H 0.17 3.11 -0.97 0.14
H 1.21 3.02 -2.38 0.47
```

---

Question: Which of these has the lowest E?
Answer: C30H36F18N6O18S6